ORCA calculation (ωB97M-V/def2-TZVPD) on a 3-piece molecular cluster, CH6N2O2 overall at a distorted geometry.

XYZ file:
```
11
Properties=species:S:1:pos:R:3
O 0.56 -0.76 -2.05
C -0.29 -0.36 -1.41
N -0.93 0.11 -0.55
O -2.26 0.21 -0.11
H -2.52 -0.71 -0.15
H 1.36 -1.10 0.49
H 1.69 -1.77 0.56
N 2.13 1.73 1.62
H 1.38 1.79 2.28
H 2.45 0.85 1.82
H 1.52 1.46 0.88
```

Output
* HOMO energy: -10.663 eV
* charge: 0
* ΔE to the lowest compared entry with this formula, charge and spin: 123.0 kcal/mol
* M: 78.07 g mol⁻¹
* structure (SMILES): O=C=NO.[H][H].N

Here are the Mulliken charges for atoms 1 to 6, given in e: -0.35, 0.47, -0.13, -0.31, 0.34, -0.31

=====

ORCA calculation (ωB97M-V/def2-TZVPD) on a 6-piece molecular cluster, C6H24 overall at a distorted geometry.

XYZ file:
```
30
Properties=species:S:1:pos:R:3
C -1.25 -1.09 2.80
H -0.20 -1.14 2.97
H -1.49 -0.11 2.96
H -1.41 -1.45 1.73
H -1.69 -1.76 3.52
C 0.93 -4.71 1.09
H 1.13 -5.62 1.61
H 0.83 -3.78 1.66
H 1.91 -4.68 0.69
H 0.15 -4.68 0.34
C 2.39 0.06 3.44
H 2.25 -0.07 4.49
H 2.75 1.12 3.33
H 3.32 -0.42 3.31
H 1.61 -0.15 2.78
C -3.67 5.89 -0.02
H -4.62 5.82 0.26
H -3.03 5.17 0.33
H -3.53 6.19 -1.05
H -3.25 6.87 0.42
C 2.21 1.00 -2.82
H 1.88 1.59 -3.67
H 3.17 0.46 -3.25
H 2.34 1.53 -1.92
H 1.42 0.38 -2.57
C -0.79 -1.28 -4.47
H 0.22 -1.50 -4.37
H -1.46 -2.02 -4.03
H -1.13 -0.42 -3.95
H -1.00 -1.19 -5.60
```

Output
* HOMO energy (spin up / spin down): -15.285 / -14.376 eV
* charge: +1
* ΔE to the lowest compared entry with this formula, charge and spin: 28.9 kcal/mol
* ⟨S²⟩: 0.752
* 2S+1: 2
* M: 96.26 g mol⁻¹

Here are the Mulliken charges for atoms 1 to 6, given in e: -0.85, 0.05, 0.34, 0.24, 0.31, -0.78